{"formula": "C3H5NO2", "method": "ωB97M-V with the def2-TZVPD basis set", "species": ["O", "C", "C", "N", "C", "O", "H", "H", "H", "H", "H"], "positions_angstrom": [[-0.947, -0.617, -1.834], [-0.885, -0.518, -0.520], [1.378, -0.415, 0.683], [0.542, 0.657, 0.910], [-0.595, 0.712, 0.206], [-1.623, 1.364, 0.297], [-0.775, 0.215, -2.285], [-1.590, -1.208, -0.060], [1.249, -1.469, 0.690], [2.381, -0.151, 0.447], [0.864, 1.431, 1.467]], "forces_ev_per_a": [[-0.129, 0.065, -1.728], [0.820, -1.953, 0.224], [1.522, 0.017, -0.670], [-0.149, 0.492, 0.213], [-2.571, -0.960, 0.356], [0.721, 1.950, 0.742], [0.178, 0.126, 0.023], [0.169, 0.169, 0.268], [-1.214, -0.402, 0.605], [0.768, 0.323, -0.118], [-0.115, 0.175, 0.084]], "nbo_charge": [-0.649, 0.073, -0.233, -0.594, 0.552, -0.568, 0.486, 0.173, 0.199, 0.155, 0.408], "lumo_energy_ev": [0.1, 0.7], "e_tot_ev": -8772.8517, "total_charge": 0, "e_homo_ev": [-7.09, -8.06], "relative_energy_kcal_mol": 111.7, "orbital_gap_ev": [7.19, 8.74]}